{"formula": "C24H42NP3SV", "method": "ωB97M-V with the def2-TZVPD basis set", "total_energy_ev": -91420.75786, "de_lowest_kcal_mol": 35.4, "total_charge": 3, "largest_force_ha_per_bohr": 0.0768, "s_squared": 2.053, "multiplicity": 3, "gap_ha": [0.1442, 0.1413], "homo_energy_ev": [-16.50, -16.43], "lumo_energy_ha": [-0.4621, -0.4623], "species": ["V", "S", "P", "P", "P", "N", "C", "C", "C", "C", "C", "C", "C", "C", "C", "C", "C", "C", "C", "C", "C", "C", "C", "C", "C", "C", "C", "C", "C", "C", "H", "H", "H", "H", "H", "H", "H", "H", "H", "H", "H", "H", "H", "H", "H", "H", "H", "H", "H", "H", "H", "H", "H", "H", "H", "H", "H", "H", "H", "H", "H", "H", "H", "H", "H", "H", "H", "H", "H", "H", "H", "H"], "positions_angstrom": [[0.593, -0.890, -0.359], [1.624, -1.888, -1.808], [-0.157, -2.885, 0.644], [-1.319, -0.268, -1.625], [2.548, -0.652, 1.025], [-0.244, 0.153, 1.222], [1.891, -0.774, -3.231], [-2.399, 2.457, 2.599], [-1.564, 1.040, 4.411], [2.427, -0.600, 2.845], [1.512, -0.330, -5.586], [-1.011, 1.295, -2.511], [-0.815, 0.677, 2.106], [-1.776, 4.029, -0.394], [-1.753, -1.399, -2.987], [-1.648, -3.629, -0.097], [-0.486, 3.964, 0.178], [-2.349, 1.754, 5.316], [2.427, 0.515, -3.077], [-3.165, 3.169, 3.521], [1.479, -1.214, -4.505], [1.055, -4.255, 0.569], [4.011, -1.700, 0.737], [-2.901, 0.045, -0.767], [1.993, 0.972, -5.415], [3.090, 1.035, 0.608], [2.457, 1.390, -4.165], [-0.577, -2.798, 2.418], [-3.142, 2.822, 4.877], [-1.587, 1.390, 3.038], [1.585, 0.027, 3.163], [-0.930, 0.210, 4.734], [-0.405, 4.077, 1.268], [-2.395, 2.732, 1.541], [2.793, 0.825, -2.097], [-2.641, 4.312, 0.206], [4.159, -1.861, -0.339], [-2.448, -2.884, -0.198], [0.335, -2.727, 3.024], [-3.091, -0.732, -0.013], [-0.171, 2.390, 0.055], [2.859, 2.395, -4.027], [3.361, -0.171, 3.234], [2.235, 1.724, 0.582], [3.804, 1.362, 1.375], [3.585, 1.043, -0.369], [-3.776, 4.002, 3.169], [2.291, -1.612, 3.246], [-1.135, -3.703, 2.689], [1.128, -2.240, -4.616], [3.874, -2.675, 1.223], [-2.633, -0.995, -3.505], [-0.978, 2.132, -1.802], [-1.998, -4.443, 0.555], [2.021, 1.662, -6.259], [-2.862, 1.021, -0.264], [1.308, -4.481, -0.475], [-0.916, -1.478, -3.693], [-1.911, 4.003, -1.477], [1.976, -3.986, 1.100], [-2.339, 1.476, 6.370], [-1.979, -2.399, -2.601], [1.166, -0.654, -6.568], [0.374, 4.378, -0.369], [-1.201, -1.920, 2.623], [-3.724, 0.044, -1.497], [-3.746, 3.384, 5.593], [4.889, -1.195, 1.162], [0.613, -5.144, 1.037], [-0.055, 1.241, -3.047], [-1.826, 1.463, -3.228], [-1.412, -4.030, -1.091]]}

{"formula": "C24H42O2P2Tl", "method": "ωB97M-V with the def2-TZVPD basis set", "total_energy_ev": -52925.20288, "de_lowest_kcal_mol": 16.7, "total_charge": 1, "largest_force_ha_per_bohr": 0.0432, "multiplicity": 1, "gap_ha": [0.1880, 0.1856], "homo_energy_ev": [-10.32, -10.32], "lumo_energy_ha": [-0.1912, -0.1936], "species": ["Tl", "P", "P", "O", "O", "C", "C", "C", "C", "C", "C", "C", "C", "C", "C", "C", "C", "C", "C", "C", "C", "C", "C", "C", "C", "C", "C", "C", "C", "H", "H", "H", "H", "H", "H", "H", "H", "H", "H", "H", "H", "H", "H", "H", "H", "H", "H", "H", "H", "H", "H", "H", "H", "H", "H", "H", "H", "H", "H", "H", "H", "H", "H", "H", "H", "H", "H", "H", "H", "H", "H"], "positions_angstrom": [[3.748, 1.016, -1.092], [0.067, 1.685, -3.647], [2.587, -0.256, -3.559], [3.141, 1.348, 1.659], [2.544, 1.910, 3.834], [-2.935, -0.472, 4.214], [-1.300, -0.940, -1.410], [0.473, 0.834, -0.724], [-2.225, 1.193, 0.957], [-0.386, -0.458, 4.648], [-1.132, -1.835, 2.955], [-0.566, 1.945, -0.684], [-2.993, 0.333, 0.003], [-1.091, 0.797, -4.782], [-0.035, -0.555, -1.131], [-0.201, 3.377, -4.320], [1.624, -1.430, -4.626], [2.363, 1.615, 2.627], [1.017, -3.195, 2.514], [4.016, -0.102, -4.704], [-0.330, 0.513, 5.758], [0.259, -2.097, 3.164], [-2.016, -2.673, 2.107], [0.694, -1.289, 4.259], [-1.136, 1.961, 0.697], [-1.535, -0.838, 3.891], [-2.491, -0.037, -1.447], [1.927, -1.390, 5.065], [1.729, 1.232, -4.287], [-1.299, 1.024, 5.868], [-3.309, -0.584, -1.953], [1.595, 1.020, -5.359], [0.611, 4.049, -4.001], [-3.385, -1.226, 4.890], [0.464, 1.257, 5.566], [-2.740, 1.167, 1.927], [-0.922, -0.276, -4.759], [2.540, -0.481, 5.007], [1.194, 1.167, -1.482], [1.666, -1.506, 6.129], [-1.150, 3.764, -3.912], [-0.970, 1.160, -5.803], [1.478, -0.979, -5.609], [2.158, -2.369, -4.775], [0.654, -1.626, -4.178], [-3.070, -2.372, 2.196], [-2.971, 0.498, 4.730], [-0.093, -0.005, 6.704], [4.659, 0.727, -4.385], [-0.137, 2.931, -0.933], [3.655, 0.095, -5.723], [1.010, 0.783, 0.243], [-3.571, -0.414, 3.316], [-2.323, 0.812, -2.146], [-0.683, 2.657, 1.415], [2.090, -2.951, 2.427], [-1.748, -2.644, 1.032], [0.812, -1.284, -1.245], [-1.954, -3.732, 2.432], [-3.979, 0.806, -0.183], [2.545, -2.250, 4.794], [-1.525, -2.013, -1.519], [2.398, 2.097, -4.153], [-2.118, 0.995, -4.469], [0.613, -3.399, 1.506], [4.614, -1.019, -4.713], [-0.269, 3.380, -5.419], [-3.153, -0.654, 0.493], [1.281, 1.554, 2.348], [-1.409, 1.773, -1.349], [0.922, -4.127, 3.107]]}

{"formula": "C24H43B2F5NO16P2S", "method": "ωB97M-V with the def2-TZVPD basis set", "total_energy_ev": -104181.63816, "total_charge": -1, "largest_force_ha_per_bohr": 0.1807, "multiplicity": 1, "gap_ha": 0.2370, "homo_energy_ev": -4.95, "lumo_energy_ha": 0.0550, "species": ["S", "P", "P", "F", "F", "F", "F", "F", "O", "O", "O", "O", "O", "O", "O", "O", "O", "O", "O", "O", "O", "O", "O", "O", "N", "C", "C", "C", "C", "C", "C", "C", "C", "C", "C", "C", "C", "C", "C", "C", "C", "C", "C", "C", "C", "C", "C", "C", "C", "B", "B", "H", "H", "H", "H", "H", "H", "H", "H", "H", "H", "H", "H", "H", "H", "H", "H", "H", "H", "H", "H", "H", "H", "H", "H", "H", "H", "H", "H", "H", "H", "H", "H", "H", "H", "H", "H", "H", "H", "H", "H", "H", "H", "H"], "positions_angstrom": [[-1.833, 1.366, 1.873], [5.461, 2.809, 7.196], [5.504, -0.695, -6.309], [0.444, 0.364, 0.745], [0.891, -1.097, 2.993], [-0.176, 0.514, 4.503], [0.632, 2.517, 1.759], [1.958, 0.965, 3.541], [5.543, 1.254, 7.594], [-1.792, -4.188, 3.330], [7.009, 3.207, 7.008], [-2.520, 1.805, 3.187], [-0.962, -2.248, -0.535], [-2.855, -2.657, 0.894], [4.921, 2.794, 5.678], [4.694, 3.681, 8.139], [4.560, 0.348, -5.530], [-2.100, 2.531, 0.842], [-7.626, 0.566, 0.642], [4.505, -1.326, -7.401], [6.215, -1.693, -5.450], [6.456, 0.241, -7.211], [-2.974, -3.435, 5.460], [-2.445, -0.494, -0.275], [-5.842, 0.599, -1.137], [-0.917, -3.728, -3.417], [0.543, -1.844, -5.040], [7.574, 0.848, -6.603], [-7.129, 0.104, -0.516], [-3.455, -1.952, 3.208], [-2.748, -0.134, 1.146], [4.369, 0.593, 8.009], [0.293, -3.399, -4.521], [-7.131, 2.882, -1.596], [-4.406, 0.063, 1.040], [7.285, 4.542, 6.641], [-6.198, 1.663, -2.178], [-1.631, -0.889, -3.428], [-4.863, 1.137, -0.110], [0.602, 0.362, 3.254], [5.043, -2.299, -8.272], [0.021, 1.164, 1.954], [5.053, 0.979, -4.370], [-3.023, -2.677, -1.774], [-0.424, -0.603, -4.515], [-7.919, -1.108, -1.355], [-1.820, -2.455, -2.915], [-2.549, -1.600, 1.887], [3.538, 2.632, 5.458], [-2.412, -1.994, -0.380], [-2.711, -3.228, 3.993], [1.420, -1.618, -5.791], [7.282, 1.811, -6.180], [-6.665, 3.445, -0.664], [-5.273, 2.095, -2.750], [6.561, 4.907, 5.908], [-8.956, -0.712, -1.742], [0.951, -4.302, -4.870], [-4.801, 0.460, 2.092], [-3.563, -1.044, 3.938], [-7.224, 3.706, -2.454], [-2.353, -0.045, -2.993], [6.059, 0.639, -4.109], [4.158, -0.222, 7.312], [-8.041, -2.082, -0.704], [8.338, 1.015, -7.366], [6.055, -2.029, -8.585], [2.948, 3.095, 6.254], [-4.546, -2.298, 2.909], [5.075, 2.059, -4.540], [4.409, -2.365, -9.160], [-1.412, -1.772, 2.106], [-8.256, 2.560, -1.370], [3.301, 1.568, 5.393], [3.506, 1.264, 8.043], [-3.647, -2.727, 5.721], [-4.008, -2.143, -2.131], [-5.414, 2.032, 0.456], [4.381, 0.767, -3.534], [-0.884, -3.758, 3.185], [3.277, 3.109, 4.509], [-4.961, -0.978, 0.880], [5.059, -3.272, -7.773], [-6.856, 1.102, -2.996], [-7.305, -1.411, -2.332], [-0.266, 0.501, -4.875], [8.283, 4.585, 6.196], [4.528, 0.173, 9.005], [-0.764, -3.230, -0.453], [7.998, 0.213, -5.819], [-3.250, -3.833, -1.632], [7.264, 5.180, 7.529], [-1.103, -4.828, -3.022], [-3.957, 1.595, -0.734]]}